# 1
{
  "formula": "C18H48F4FeN2O14S4",
  "method": "wB97M-V/def2-TZVPD",
  "symbols": ["Fe", "S", "S", "S", "S", "F", "F", "F", "F", "O", "O", "O", "O", "O", "O", "O", "O", "O", "O", "O", "O", "O", "O", "N", "N", "C", "C", "C", "C", "C", "C", "C", "C", "C", "C", "C", "C", "C", "C", "C", "C", "C", "C", "H", "H", "H", "H", "H", "H", "H", "H", "H", "H", "H", "H", "H", "H", "H", "H", "H", "H", "H", "H", "H", "H", "H", "H", "H", "H", "H", "H", "H", "H", "H", "H", "H", "H", "H", "H", "H", "H", "H", "H", "H", "H", "H", "H", "H", "H", "H", "H"],
  "xyz": [[0.59893, 0.56404, 0.61342], [1.24555, 3.76481, 0.71055], [1.70435, 2.87785, -1.45446], [0.13195, 0.51491, 3.79391], [-0.86916, -1.36694, 2.99924], [1.36953, 1.34250, 3.18026], [0.10727, 3.23406, 1.68755], [1.96037, 1.42056, -2.14760], [-1.54985, -1.91919, 1.61973], [2.27532, 4.04844, 1.70907], [-0.04286, -2.51776, 3.26833], [-0.79627, 1.60717, 4.12211], [0.60709, 3.35991, -2.25983], [-3.03990, 1.81293, 2.37668], [3.13892, -3.05489, 0.73259], [0.59155, 4.90140, 0.12207], [-0.28531, 0.06053, -3.79883], [-1.43120, 1.40247, 0.17687], [2.91989, 3.56386, -1.53275], [-2.14463, -1.21757, 3.71439], [0.17331, -0.67694, -1.20287], [0.67872, -0.28082, 4.85757], [2.57500, -0.31568, 0.96947], [1.22052, 2.26476, -0.08768], [-0.13858, -0.18450, 2.27514], [-1.57523, -0.22186, -5.76618], [-2.35950, 3.33127, -0.98838], [3.83370, 0.33623, 0.98217], [2.95599, -3.92740, 1.85752], [-4.29164, 2.23842, 2.83915], [1.50124, -2.39319, -2.39603], [-1.40481, 2.02123, -4.73981], [-0.94612, -2.77506, -1.71132], [-3.25284, 0.93179, -1.18186], [4.25991, -4.67094, 2.00777], [-1.43816, 0.55212, -4.44531], [0.36465, -2.05646, -1.39570], [-2.02290, 1.78320, -1.01953], [1.82453, -4.92829, 1.46668], [4.45375, 0.03376, -0.35930], [-4.69620, 1.38785, 4.03613], [-5.28797, 2.12598, 1.75139], [4.62091, -0.10041, 2.17453], [-0.10990, -0.36802, -2.06656], [4.99949, -3.92089, 2.28805], [-4.87712, 0.37843, 3.66676], [-2.20291, 2.29259, -5.43083], [3.93037, -3.40273, 0.31522], [-5.56807, 1.61893, 4.64814], [0.41386, 0.41717, -4.35162], [-2.42694, 1.96692, 3.09929], [2.67548, -3.33982, 2.73168], [-1.48136, 3.97312, -0.91766], [2.80005, -1.24562, 1.04798], [-3.84920, 1.30730, 4.71745], [1.65569, -5.54125, 2.35205], [-2.76775, 3.47969, -1.98808], [-3.06178, 3.57912, -0.19247], [4.50747, -5.32785, 1.17394], [-1.53340, -2.27198, -2.47951], [5.56457, 0.43811, 2.08732], [-3.01696, -0.12928, -1.10070], [4.35772, -1.01667, -0.63404], [-3.89034, 1.12533, -0.31917], [-2.39443, 0.16941, -6.36945], [-5.35129, 1.07460, 1.47088], [3.61403, 1.40380, 0.97042], [1.69737, -3.46508, -2.42232], [-1.74303, -1.26578, -5.50125], [2.43251, -1.95528, -2.03676], [-2.05129, 1.46717, 0.90687], [-4.20231, 3.24576, 3.24581], [1.38948, -2.04166, -3.42172], [4.23033, -5.28913, 2.90502], [4.07366, 0.62188, -1.19461], [0.87486, -4.43272, 1.26512], [-1.55483, -2.83327, -0.80899], [-0.67602, -3.77853, -2.04024], [-1.49738, 2.75050, -3.93501], [4.29272, 0.35890, 3.10696], [-6.28773, 2.36168, 2.11613], [4.85427, -1.16321, 2.23863], [-5.16284, 2.69569, 0.83059], [-0.68177, -0.14693, -6.38603], [0.76142, -2.42326, -0.44906], [-3.81481, 0.98836, -2.11411], [-0.45862, 2.32163, -5.18992], [5.52199, 0.23997, -0.42602], [-1.26176, 1.58916, -1.77525], [1.97623, -5.57967, 0.60598], [-2.23931, 0.19887, -3.79610]],
  "forces_ev_per_angstrom": [[-0.40, -1.03, -1.30], [-1.80, 1.54, 6.77], [-2.61, -3.00, -6.56], [1.79, 6.62, 0.66], [-5.89, -8.54, -3.36], [0.01, -0.33, 0.60], [-0.37, -0.10, 0.16], [0.35, 0.70, 0.44], [0.39, 0.44, -0.40], [-0.46, -1.21, -2.81], [0.16, 1.56, 0.77], [1.31, -2.63, -0.63], [0.94, -0.21, 0.91], [0.48, -0.11, -0.47], [0.03, 0.79, 0.07], [1.14, -1.33, -0.96], [0.58, 0.35, 0.20], [1.85, -1.03, 1.18], [1.63, 0.67, 0.97], [3.20, 1.37, 0.07], [0.19, 0.54, 0.83], [-0.77, 0.25, -1.44], [-1.53, 0.55, 0.25], [2.09, 4.22, 0.31], [-0.58, 0.64, 4.87], [-0.31, -0.01, 0.31], [0.47, -1.54, -0.87], [-0.13, 0.46, -1.01], [-0.98, -1.87, -1.89], [-0.71, 0.70, 1.41], [0.24, 0.45, 0.28], [-0.16, 1.31, 0.18], [0.38, 0.08, 0.38], [-0.47, -0.80, 0.00], [-0.05, 0.20, 1.96], [-0.84, -0.92, -0.91], [0.84, -1.61, -0.14], [-0.39, 1.80, -0.52], [-0.33, 0.59, 1.16], [1.30, -0.14, -0.97], [0.30, -1.26, 0.12], [-1.28, -0.42, -0.70], [1.33, 1.40, 0.37], [-0.12, 1.01, -0.67], [0.56, -0.12, -0.60], [0.09, -0.24, 0.02], [0.04, -0.17, -0.17], [0.05, 0.35, -0.45], [-0.08, 0.71, -0.40], [0.80, -0.13, 0.34], [0.58, -0.19, 0.12], [0.02, -0.05, -0.03], [0.06, -0.31, 0.15], [-0.43, -1.09, -0.23], [0.07, 0.04, 0.09], [-0.14, -0.28, -0.06], [-0.46, 0.53, 0.11], [-0.12, -0.13, -0.14], [0.07, 0.36, -0.17], [0.16, 0.02, -0.19], [0.49, -0.30, -0.23], [0.42, -0.11, 0.08], [-0.16, -0.12, 0.13], [-0.32, 0.13, -0.23], [-0.15, -0.19, 0.09], [0.08, -0.16, -0.15], [0.12, 0.09, 0.58], [-0.30, -0.09, 0.04], [-0.02, -0.07, -0.35], [0.03, 0.19, 0.13], [-0.65, 0.22, 0.70], [0.01, 0.50, -0.44], [-0.48, 0.03, 0.03], [-0.15, -0.31, -0.04], [-0.57, -0.02, 0.26], [0.06, 0.35, 0.16], [-0.05, -0.05, -0.04], [-0.33, -0.07, -0.04], [-0.05, -0.51, 0.57], [-0.76, -0.63, 0.08], [0.00, 0.16, 0.17], [-0.34, 0.01, 0.01], [0.48, 0.22, 0.21], [0.21, 0.06, 0.12], [-0.23, -0.12, 0.20], [0.01, 0.65, 0.01], [0.16, -0.29, -0.35], [0.20, 0.06, 0.48], [-0.16, 0.16, -0.24], [0.75, 0.13, 0.02], [-0.34, 0.57, 0.02]],
  "lowdin_charge": [0.8686, 0.5955, 0.4707, 0.6041, 0.4966, -0.1906, -0.1957, -0.2006, -0.2209, -0.2444, -0.2552, -0.2546, -0.2557, -0.0576, -0.0876, -0.2225, -0.0658, -0.1234, -0.2024, -0.2350, -0.0931, -0.2058, -0.1112, -0.3303, -0.3150, -0.0433, 0.0047, -0.4584, -0.4362, -0.4965, -0.0256, -0.0392, -0.0187, -0.0263, -0.0610, -0.4816, -0.4481, -0.4486, -0.0423, -0.0304, -0.0427, -0.0620, -0.0209, 0.0453, 0.0818, 0.0833, 0.0869, 0.0872, 0.0838, 0.1043, 0.0501, 0.1402, 0.0514, 0.0567, 0.0795, 0.0819, 0.0745, 0.0758, 0.0956, 0.0763, 0.0896, 0.0827, 0.0719, 0.0605, 0.0808, 0.0865, 0.1300, 0.0800, 0.0801, 0.0628, 0.0565, 0.1435, 0.0731, 0.0893, 0.0691, 0.0629, 0.0709, 0.0833, 0.0629, 0.0906, 0.0893, 0.0842, 0.0737, 0.0850, 0.1155, 0.0853, 0.0953, 0.0882, 0.1029, 0.0801, 0.1279],
  "max_force_ha_per_bohr": 0.21209,
  "spin_multiplicity": 5,
  "gap_ev": [9.67, 9.08],
  "total_energy_ev": -139684.9126,
  "e_homo_ev": [-10.3000, -10.0463]
}

=====

# 2
{
  "formula": "C28H35N2O",
  "method": "wB97M-V/def2-TZVPD",
  "symbols": ["O", "N", "N", "C", "C", "C", "C", "C", "C", "C", "C", "C", "C", "C", "C", "C", "C", "C", "C", "C", "C", "C", "C", "C", "C", "C", "C", "C", "C", "C", "C", "H", "H", "H", "H", "H", "H", "H", "H", "H", "H", "H", "H", "H", "H", "H", "H", "H", "H", "H", "H", "H", "H", "H", "H", "H", "H", "H", "H", "H", "H", "H", "H", "H", "H", "H"],
  "xyz": [[-1.19543, 2.78817, 2.41467], [-0.41688, 0.13285, 2.84268], [-4.48485, 0.86076, -0.50808], [-3.43020, -1.11399, -0.17019], [-4.58843, -4.09429, 0.30749], [-1.18504, -1.57307, -0.83727], [0.58208, 1.19804, 2.95254], [-1.76039, 0.41527, 2.36189], [-4.76719, -5.58884, 2.65383], [-6.60031, 0.63448, 0.75437], [-0.82295, -2.20060, 2.34100], [-2.20760, 1.82992, 2.72341], [1.50100, -1.36951, 2.84447], [-4.63900, -1.08487, 0.64018], [-3.32500, 0.13934, -0.82052], [2.03380, -2.79874, 2.65853], [-4.35965, -6.20517, 1.46185], [-5.03486, -4.23256, 2.68381], [-4.36433, -5.45931, 0.27791], [-0.05682, 2.54794, 3.25275], [0.02402, -1.15830, 2.65722], [-0.33369, -3.59472, 2.18432], [-5.27365, 0.15580, 0.33949], [-1.07473, -0.30980, -1.43114], [1.15743, -3.72659, 1.82001], [-4.84258, -3.42080, 1.53141], [-3.90992, -7.62994, 1.42480], [-4.76099, 2.20969, -0.97395], [-4.97709, -2.00852, 1.63812], [-2.36885, -2.00493, -0.24219], [-2.16440, 0.57322, -1.44961], [-0.32199, 2.57456, 4.33129], [-0.12781, -0.02917, -1.89817], [-7.20273, 0.96377, -0.10712], [2.07128, -0.72023, 2.15491], [-1.81677, 0.27579, 1.25979], [-6.56237, 1.46688, 1.47397], [-2.85793, -7.70796, 1.11982], [-4.01510, -8.08837, 2.40996], [-7.09835, -0.21390, 1.23420], [3.02842, -2.73185, 2.20294], [1.16912, 1.29099, 2.01386], [-4.49246, -8.21342, 0.70310], [-0.32071, -2.24190, -0.83068], [1.31868, -3.53385, 0.74979], [-0.94156, -4.14716, 1.45678], [-4.85279, -6.20209, 3.55088], [-4.18789, -5.96440, -0.67140], [-0.47916, -4.11784, 3.14351], [-1.90441, -2.05692, 2.25564], [-2.49259, 1.84908, 3.79869], [-3.06845, 2.12144, 2.10092], [1.27548, 0.97747, 3.77684], [1.77960, -1.04457, 3.85905], [1.47440, -4.76247, 1.99174], [-2.11646, 1.55002, -1.92659], [-5.47284, -1.62314, 2.53186], [-3.93780, 2.51106, -1.62274], [0.63731, 3.35731, 2.99583], [-5.35898, -3.75054, 3.60109], [-4.57481, -3.51695, -0.61768], [-2.47216, -0.28727, 2.81557], [-2.47567, -3.00380, 0.18316], [2.18206, -3.25127, 3.64735], [-5.70071, 2.24476, -1.54572], [-4.83213, 2.91677, -0.13249]],
  "forces_ev_per_angstrom": [[-0.13, -0.57, 0.88], [-0.25, 0.39, 0.44], [-0.91, -0.48, 0.71], [0.31, 0.21, -0.80], [0.06, 0.08, -0.09], [-0.01, -0.25, -0.11], [-0.06, 0.32, -0.56], [0.13, 0.54, -0.39], [0.03, -0.04, -0.06], [-0.56, -0.11, 0.39], [0.99, 1.59, 0.38], [0.15, 0.05, -0.22], [0.61, -0.01, -0.16], [0.05, -0.50, 0.18], [0.30, -0.54, 0.69], [0.00, -0.25, 0.24], [0.07, 0.13, 0.00], [0.27, 0.25, -0.16], [-0.14, 0.54, -0.12], [-0.17, 0.03, -0.24], [-1.03, -1.81, -0.40], [0.44, -0.70, 0.39], [1.39, 0.89, -0.36], [-0.28, 0.09, -0.12], [-0.24, 0.08, -0.13], [0.24, -0.75, 0.43], [-0.13, -0.31, 0.18], [-0.24, 0.28, -0.16], [-0.94, 0.45, -1.07], [0.18, 0.10, -0.16], [0.10, -0.37, -0.05], [-0.13, 0.25, -0.52], [-0.38, 0.00, 0.16], [0.20, -0.15, 0.27], [-0.40, -0.06, 0.26], [0.15, 0.06, 0.53], [0.13, -0.17, -0.24], [-0.21, 0.13, 0.07], [0.04, -0.05, -0.14], [-0.19, 0.36, -0.07], [-0.13, -0.09, 0.16], [-0.21, -0.05, 0.36], [0.06, 0.11, 0.10], [-0.30, 0.25, -0.07], [-0.16, 0.11, 0.15], [0.03, 0.05, -0.02], [0.00, 0.27, -0.16], [0.05, 0.17, 0.21], [-0.04, -0.12, -0.16], [0.54, 0.05, 0.08], [0.21, 0.30, -0.45], [0.11, -0.20, 0.33], [-0.17, 0.03, -0.35], [-0.09, 0.00, -0.29], [-0.03, 0.16, -0.10], [0.19, -0.24, 0.14], [-0.14, -0.15, -0.19], [-0.25, 0.05, 0.10], [-0.05, -0.26, 0.37], [0.12, -0.10, 0.01], [0.00, -0.20, 0.23], [0.16, 0.12, 0.00], [0.38, 0.40, -0.11], [-0.09, 0.03, -0.15], [0.33, -0.06, 0.16], [0.07, -0.32, -0.25]],
  "lowdin_charge": [-0.1301, -0.0722, -0.0121, -0.1331, -0.0118, -0.0501, -0.1435, -0.1358, -0.0102, 0.0148, -0.0776, -0.1798, -0.1320, -0.0973, -0.1628, -0.1832, -0.2385, 0.0114, -0.0117, -0.1756, -0.2313, -0.2127, -0.1651, -0.0484, -0.1951, -0.2049, -0.0308, 0.0232, 0.0974, -0.0413, 0.0052, 0.1321, 0.1166, 0.1064, 0.1176, 0.1125, 0.1103, 0.0996, 0.0839, 0.0922, 0.1113, 0.1308, 0.0968, 0.1143, 0.1040, 0.0929, 0.1245, 0.1305, 0.1134, 0.0723, 0.1321, 0.1147, 0.1237, 0.1220, 0.1096, 0.1121, 0.1409, 0.0881, 0.1316, 0.1229, 0.1285, 0.1161, 0.0951, 0.1139, 0.1096, 0.1120],
  "max_force_ha_per_bohr": 0.04121,
  "spin_multiplicity": 1,
  "gap_ev": 4.51,
  "total_energy_ev": -34624.6302,
  "charge": 1,
  "e_homo_ev": -9.4003
}

=====

# 3
{
  "formula": "C7H10BCoF4N",
  "method": "wB97M-V/def2-TZVPD",
  "symbols": ["Co", "F", "F", "F", "F", "N", "C", "C", "C", "C", "C", "C", "C", "B", "H", "H", "H", "H", "H", "H", "H", "H", "H", "H"],
  "xyz": [[0.49562, 0.58883, 0.02768], [-1.35226, -2.66212, -1.18062], [-1.84828, -1.64731, 0.85535], [-2.42440, -3.88002, 0.49048], [-0.18215, -3.26104, 0.74799], [1.39907, -0.73260, 0.84669], [-0.33167, 1.29039, 1.52969], [-0.01529, 2.15750, -1.06524], [0.13325, -0.00641, -1.86842], [0.58478, 0.21831, 1.94836], [-0.78124, 1.01001, -1.45659], [1.46373, 0.51530, -1.74645], [1.37243, 1.85338, -1.24256], [-1.47438, -2.88126, 0.22427], [-0.01178, -0.50076, 2.52519], [2.20581, 2.52793, -1.07283], [0.85159, -1.62453, 0.89078], [-0.02384, 2.29742, 1.81484], [-1.38880, 1.04094, 1.62309], [-0.13768, -0.98780, -2.23477], [-0.41842, 3.11001, -0.73640], [-1.86295, 0.92743, -1.47375], [2.37349, 0.00054, -2.02976], [1.37337, 0.64587, 2.58300]],
  "forces_ev_per_angstrom": [[0.02, -1.38, -0.63], [-0.27, -0.43, 0.59], [-0.07, -0.96, -0.35], [0.02, -0.04, -0.03], [-1.04, -0.30, -0.33], [-0.16, -1.44, 2.45], [-1.52, 1.44, 1.73], [-0.18, 1.04, -2.06], [0.35, 0.43, -1.35], [1.24, -1.97, 3.15], [-0.21, 0.62, -1.33], [-0.34, 0.59, -1.78], [0.25, 0.72, -1.26], [0.89, 1.13, 0.12], [0.43, -0.16, -0.07], [-0.14, -0.10, 0.06], [0.70, 1.01, -0.12], [-0.27, 0.05, 0.08], [0.00, 0.29, 0.11], [0.04, 0.10, 0.32], [0.09, -0.28, 0.16], [0.23, -0.04, 0.22], [-0.10, -0.04, 0.37], [0.03, -0.27, -0.06]],
  "lowdin_charge": [0.2499, 0.0548, 0.0574, 0.0706, 0.0238, -0.1117, -0.2801, -0.2540, -0.1838, -0.4031, -0.2011, -0.2095, -0.2212, -1.1751, 0.0778, 0.0765, -0.0214, 0.0173, 0.0313, 0.0866, 0.0829, 0.0952, 0.0814, 0.0554],
  "max_force_ha_per_bohr": 0.07622,
  "spin_multiplicity": 4,
  "gap_ev": [3.48, 6.23],
  "total_energy_ev": -58085.6561,
  "charge": -2,
  "e_homo_ev": [2.7808, -0.1055]
}

=====

# 4
{
  "formula": "C3H7N3S",
  "method": "wB97M-V/def2-TZVPD",
  "symbols": ["S", "N", "N", "N", "C", "C", "C", "H", "H", "H", "H", "H", "H", "H"],
  "xyz": [[1.60594, 0.93584, -0.61818], [-0.95738, 1.13369, 0.72200], [0.05180, 0.41824, -0.20836], [-1.96428, 0.50443, 0.74204], [2.52991, 0.35875, 0.86509], [-2.10143, -0.52646, -0.27867], [-0.74930, -0.46929, -1.03311], [-3.08539, -0.41507, -0.80912], [-0.85059, 0.20130, -2.04404], [3.27067, 1.18310, 1.23263], [1.59271, 0.18252, 1.59659], [-2.18383, -1.53291, 0.22651], [-0.15407, -1.36544, -1.03884], [2.99524, -0.60871, 0.64547]],
  "forces_ev_per_angstrom": [[-0.65, 0.31, 0.55], [3.51, 0.08, -0.57], [-1.14, 0.73, 1.68], [-2.47, 0.15, 0.00], [-1.56, 0.62, 1.42], [0.46, -2.16, 0.13], [-0.29, 3.03, -2.23], [1.28, 0.25, 0.16], [0.02, -2.58, 1.59], [-1.47, -1.69, -0.61], [2.62, 0.50, -1.24], [0.00, 1.03, -0.19], [-0.47, -0.66, -0.95], [0.16, 0.38, 0.26]],
  "lowdin_charge": [0.7959, 0.0442, -0.5668, -0.0485, -0.4064, -0.1868, -0.2430, 0.1198, 0.1463, 0.0584, 0.0702, 0.1175, 0.0937, 0.0055],
  "smiles": "CSN1CCN=N1",
  "max_force_ha_per_bohr": 0.07338,
  "spin_multiplicity": 1,
  "gap_ev": 9.27,
  "total_energy_ev": -18526.6270,
  "e_homo_ev": -8.3357
}